1.
Here is 11 unconnected molecules or ions with the total composition C5H28O13 from OMol25. Energies are from ωB97M-V/def2-TZVPD.

Geometry as XYZ:
```
46
Properties=species:S:1:pos:R:3:forces:R:3
O 1.08533 -0.07448 1.33826 0.6 -0.1 0.3
C 0.11843 -0.63896 1.85069 -2.5 0.4 -0.3
O -0.95805 -0.06178 2.25975 1.5 -0.5 -0.1
C 0.00295 -2.16136 1.86840 0.5 -0.8 -0.6
C 0.71011 -2.77009 0.65948 1.8 -2.4 1.4
C -0.01345 -2.68181 -0.63852 -0.9 1.0 -0.2
C 0.79805 -3.07159 -1.91291 -0.4 1.1 1.2
O 0.85093 -2.02026 -2.82395 -0.5 0.1 -1.0
H 0.52696 -2.51162 2.76463 -0.3 -0.1 0.1
H -1.04363 -2.53300 1.84433 0.5 0.6 0.5
H 1.70714 -2.32096 0.62840 -0.1 0.3 -0.5
H 0.98833 -3.85834 0.88926 -0.6 1.0 -0.2
H -0.25590 -1.59790 -0.66624 -0.1 -0.4 -0.7
H -1.00350 -3.19095 -0.57878 0.6 0.1 -0.1
H 1.82302 -3.29203 -1.56700 -0.2 -0.6 -0.2
H 0.27130 -3.88961 -2.42222 0.6 -0.1 0.1
H -0.24299 1.96236 -2.22374 0.2 0.0 0.4
H 0.42379 0.57369 -2.36912 -0.3 0.6 -0.2
O -0.42823 1.07461 -2.53719 0.1 -0.4 -0.3
H -2.60680 1.67645 1.42362 0.2 -0.1 0.0
H -1.88833 0.73440 0.47474 0.0 -0.1 0.4
O -2.75046 1.14801 0.62845 -0.3 0.5 -0.4
H 3.25149 -0.03186 0.22363 0.2 -0.1 0.2
H 3.37701 0.09522 -1.26761 0.6 -0.5 1.1
O 3.96479 -0.09124 -0.42730 -0.5 0.3 -0.6
H 1.03169 1.47388 0.41774 0.0 0.2 -0.2
H 1.51708 1.29976 -1.03232 0.1 0.9 0.3
O 1.19059 2.01335 -0.38889 0.1 -0.7 -0.3
H -0.74501 2.58307 2.61319 0.3 -0.2 -0.1
H -1.10199 1.32817 3.43308 0.3 0.8 -0.4
O -1.01151 2.30823 3.49151 -0.5 0.0 0.6
H 2.39870 2.97600 0.38408 -0.3 0.4 0.5
H 3.45092 2.79163 1.43423 -0.1 0.2 0.1
O 2.79031 3.44699 1.16930 0.5 -0.4 -0.4
H -2.89929 -0.49388 -2.12042 -0.5 -0.1 -0.2
H -1.98857 0.40079 -2.81180 -0.4 0.0 -0.7
O -2.86949 -0.03158 -2.96989 0.7 0.1 0.8
H 2.43478 0.54713 -2.99031 -0.1 0.1 -0.1
H 1.17542 -1.16289 -2.45105 0.7 -0.4 0.2
O 2.13074 0.24389 -2.13111 -0.6 -0.1 -0.5
H -3.13929 0.34664 2.70765 -0.1 0.0 -0.3
H -2.29516 -0.54239 3.50963 0.1 0.1 -0.2
O -3.11906 -0.04392 3.58285 -0.7 -0.3 0.7
H -2.30925 3.41578 -1.78676 -0.4 0.7 -0.2
H -2.55495 2.91796 -0.48067 -0.7 0.3 0.5
O -2.79498 3.71455 -0.99905 0.9 -1.1 -0.3
```
Positions in Å, forces in eV/Å.

Results
Total charge: -2
Relative energy (zero: lowest compared OMol25 entry of this formula, charge and spin) in kJ/mol: 1.3

2.
Here is a single C3H11N3 molecule from OMol25. Energies are from ωB97M-V/def2-TZVPD.

Geometry as XYZ:
```
17
Properties=species:S:1:pos:R:3:forces:R:3
N 1.47029 1.74997 -1.72735 0.1 1.0 0.3
C 0.40964 1.36610 -0.78741 0.8 -1.5 1.0
C 0.10739 -0.16332 -1.00806 -1.5 1.2 0.8
N -0.97584 -0.47407 -0.06647 0.8 -0.1 0.4
C -0.50635 -0.73447 1.32575 -3.2 0.5 -0.1
N -0.96155 -2.08414 1.70491 1.1 -0.1 0.0
H 2.34019 1.90908 -1.23405 0.1 -0.5 0.2
H 1.32917 2.67673 -2.11114 -0.5 0.0 -0.2
H -0.54081 1.90728 -0.85740 0.3 -0.1 -0.6
H 0.65993 1.50601 0.29618 0.3 0.1 -0.8
H -0.33552 -0.13014 -1.99457 0.2 -0.7 -0.5
H 0.93178 -0.90245 -0.90075 0.0 0.9 -0.4
H -1.58957 -1.23849 -0.33704 0.5 0.1 0.0
H -1.08406 0.00875 1.91251 0.4 -0.5 0.2
H 0.53108 -0.45750 1.50034 0.3 -0.6 -0.3
H -0.17919 -2.71696 1.80710 -0.2 -0.1 0.0
H -1.60658 -2.22237 2.47746 0.4 0.6 -0.1
```
Positions in Å, forces in eV/Å.

Results
Structure (SMILES): NCCNCN
Relative energy (zero: lowest compared OMol25 entry of this formula, charge and spin) in kJ/mol: 138.7